1.
Below is CH3ClN2 in the gas phase at a distorted geometry, with properties calculated with wB97M-V/def2-TZVPD.

Output
- LUMO energy (eV) = 0.527
- SMILES string = [H]/N=N/CCl
- gap between HOMO and LUMO (eV) = 9.67
- highest occupied orbital energy (eV) = -9.146

XYZ file:
```
7
Properties=species:S:1:pos:R:3:mulliken_charge:R:1
H -2.0092 1.3068 -0.0353 0.2529
N -1.2100 0.8452 0.3896 -0.3581
N -0.4030 0.6154 -0.5174 -0.0773
C 0.6643 -0.6498 -0.0865 -0.3055
Cl 2.2586 0.1128 0.0758 -0.1592
H 0.2480 -0.7170 0.8639 0.3333
H 0.4513 -1.5134 -0.6902 0.3139
```

---

2.
Below is 5 unconnected molecules or ions with the total composition C48H99BrCl2F7O12P, with properties calculated with wB97M-V/def2-TZVPD.

Output
- LUMO energy (eV) = 0.287
- SMILES string = CCCCCCCCCCCCCCCCCC[PH](Br)([C@H](Cl)[C@@H](C)Cl)C(F)(F)C(F)(F)C(F)(F)F.COCCOCCOC.COCCOCCOC.COCCOCCOC.COCCOCCOC
- gap between HOMO and LUMO (eV) = 9.31
- highest occupied orbital energy (eV) = -9.026

XYZ file:
```
170
Properties=species:S:1:pos:R:3:mulliken_charge:R:1
C 2.0295 -7.1362 2.5148 -0.8505
C 2.5354 -7.1409 1.0688 -0.4606
C 3.5219 -6.0009 0.7845 -0.0265
C 4.9889 -6.4392 0.9093 -0.7408
C 5.9937 -5.3201 1.2322 -1.0375
C 6.6385 -4.6480 0.0175 -0.7825
C 5.6186 -4.1785 -1.0178 0.6288
C 6.1073 -3.0513 -1.9239 -1.1067
C 6.0992 -1.6616 -1.2738 -0.9447
C 4.8243 -1.3839 -0.4783 0.2338
C 4.3530 0.0670 -0.4749 -1.5482
C 2.9867 0.1621 0.2154 0.7710
C 3.0601 0.4998 1.7151 -0.9528
C 2.1780 -0.3998 2.5843 -0.6113
C 0.6742 -0.0969 2.4316 -0.2282
C -0.1173 -1.2402 1.7926 0.1856
C 0.0939 -2.5866 2.4814 -0.3745
C -0.9246 -3.6926 2.1567 -0.9743
P -1.4754 -3.7496 0.4124 0.3762
Br 0.8718 -4.0685 -0.2414 -0.1369
C -3.2716 -3.2690 0.8792 -0.7956
Cl -3.9663 -4.4316 2.0522 -0.0970
C -4.3350 -2.7532 -0.1173 0.2311
C -3.7959 -2.0521 -1.3547 -1.5017
Cl -5.5909 -3.9220 -0.5945 -0.1552
C -1.8176 -5.3924 -0.5414 0.5922
F -3.0750 -5.8384 -0.3599 -0.2666
F -1.0155 -6.3385 0.0063 -0.2599
C -1.5053 -5.3373 -2.0949 0.7025
F -1.2585 -4.0671 -2.4821 -0.2671
F -0.4305 -6.0983 -2.3545 -0.2621
C -2.6221 -5.8865 -3.0256 0.4415
F -2.2171 -5.7388 -4.2813 -0.2594
F -2.8264 -7.1766 -2.7801 -0.2519
F -3.7630 -5.2329 -2.8791 -0.1698
H 2.8095 -6.7898 3.1945 0.3772
H 1.1639 -6.4804 2.6097 -0.1103
H 1.7213 -8.1303 2.8382 0.3708
H 2.9907 -8.1035 0.8283 0.4177
H 1.6770 -7.0315 0.4025 0.1432
H 3.3352 -5.6001 -0.2114 0.2557
H 3.3386 -5.1938 1.4999 0.0737
H 5.0383 -7.1711 1.7206 0.4347
H 5.2888 -6.9508 -0.0088 0.3186
H 6.7825 -5.7376 1.8611 0.3709
H 5.4841 -4.5539 1.8246 0.3529
H 7.3364 -5.3547 -0.4416 0.3433
H 7.2391 -3.8056 0.3734 0.3587
H 4.7028 -3.8923 -0.5046 -0.3996
H 5.3569 -5.0348 -1.6460 0.4954
H 5.4626 -3.0154 -2.8066 0.3420
H 7.1091 -3.2888 -2.2921 0.3040
H 6.9814 -1.5160 -0.6463 0.3507
H 6.1761 -0.9209 -2.0758 0.4321
H 4.0017 -2.0014 -0.8430 0.1592
H 4.9922 -1.6807 0.5644 0.1238
H 5.0765 0.7071 0.0369 0.3404
H 4.2875 0.4198 -1.5076 0.4826
H 2.4861 -0.8013 0.0902 -0.3035
H 2.3606 0.9033 -0.2870 0.1004
H 4.0870 0.3875 2.0771 0.5518
H 2.7917 1.5482 1.8676 0.1480
H 2.3538 -1.4247 2.2627 0.1741
H 2.4810 -0.2967 3.6271 0.3532
H 0.1954 0.1885 3.3694 0.4743
H 0.5704 0.7719 1.7750 -0.2397
H -1.1878 -1.0010 1.8365 0.1291
H 0.1339 -1.3092 0.7302 0.1111
H 1.1061 -2.9617 2.3610 0.0392
H -0.0224 -2.4004 3.5556 0.5222
H -1.7860 -3.5760 2.8048 0.8630
H -0.4739 -4.6682 2.3418 -0.2606
H -1.3242 -2.5900 -0.3248 -0.0949
H -3.0953 -2.3991 1.5172 0.5362
H -4.9120 -2.0121 0.4373 0.4198
H -3.5678 -2.7337 -2.1670 0.2071
H -2.9243 -1.4386 -1.1200 0.3060
H -4.5623 -1.3685 -1.7206 0.4578
C -13.0341 -1.1964 -1.7022 -0.7844
O -12.3032 -1.4206 -0.5185 -0.3097
C -12.9388 -2.2281 0.4531 -0.5158
C -12.0535 -3.3378 0.9781 -0.2068
O -11.7257 -4.3557 0.0537 -0.4314
C -10.8446 -4.0821 -1.0189 -0.3779
C -9.3920 -3.8853 -0.6439 -0.3534
O -9.1680 -2.7157 0.1190 -0.3262
C -8.4333 -2.8933 1.3106 -0.3965
H -13.6828 -0.3185 -1.6113 0.2928
H -12.3196 -1.0178 -2.5062 0.2369
H -13.6475 -2.0621 -1.9693 0.3731
H -13.8613 -2.6619 0.0518 0.3314
H -13.2084 -1.5963 1.3097 0.3709
H -12.6371 -3.8494 1.7480 0.3983
H -11.1665 -2.9309 1.4683 0.0351
H -11.2033 -3.2575 -1.6389 0.1062
H -10.8789 -4.9850 -1.6344 0.3916
H -8.8240 -3.8049 -1.5798 0.3205
H -9.0297 -4.7715 -0.1117 0.3498
H -8.6279 -3.8677 1.7687 0.4000
H -8.7416 -2.1163 2.0117 0.2815
H -7.3616 -2.8025 1.1131 -0.1306
C -1.5572 7.6458 2.1749 -0.8214
O -1.7307 6.7274 1.1183 -0.3419
C -1.5832 7.2549 -0.1847 -0.5212
C -0.6558 6.4343 -1.0548 -0.2195
O 0.7068 6.4371 -0.6767 -0.4509
C 1.1177 5.7730 0.5025 -0.3120
C 1.0840 4.2614 0.4517 -0.3102
O -0.2267 3.7352 0.3602 -0.3141
C -0.4385 2.7956 -0.6669 -0.5975
H -2.5027 8.1367 2.4313 0.3735
H -1.2048 7.0953 3.0469 0.2603
H -0.8156 8.4121 1.9306 0.3729
H -1.2206 8.2880 -0.1458 0.3243
H -2.5664 7.2612 -0.6737 0.3630
H -0.6640 6.9092 -2.0393 0.4014
H -1.0404 5.4207 -1.1871 0.0379
H 0.5923 6.1458 1.3843 0.0413
H 2.1698 6.0478 0.6155 0.4189
H 1.5401 3.8971 1.3817 0.2204
H 1.7025 3.9103 -0.3816 0.3815
H 0.1773 3.0012 -1.5474 0.4401
H -1.4867 2.8503 -0.9638 0.2616
H -0.2348 1.7773 -0.3134 -0.0131
C 4.3412 -0.7820 -9.1843 -0.7900
O 5.6231 -0.6417 -8.6159 -0.3115
C 5.6733 0.0194 -7.3676 -0.5761
C 6.4795 -0.7271 -6.3264 -0.2749
O 5.9337 -1.9523 -5.8782 -0.3092
C 5.8602 -3.0624 -6.7525 -0.2600
C 7.1818 -3.6890 -7.1408 -0.5349
O 7.9870 -2.8496 -7.9443 -0.3198
C 9.3176 -2.6784 -7.5126 -0.7784
H 4.0802 0.0855 -9.7999 0.2937
H 4.3541 -1.6673 -9.8204 0.2380
H 3.5712 -0.9159 -8.4186 0.3735
H 4.6628 0.1958 -6.9825 0.3442
H 6.1548 0.9961 -7.5092 0.3836
H 6.4835 -0.0929 -5.4357 0.3809
H 7.5198 -0.8359 -6.6402 0.1020
H 5.2544 -2.8443 -7.6347 0.0414
H 5.3229 -3.8217 -6.1778 0.4093
H 6.9513 -4.5983 -7.7107 0.3892
H 7.7191 -3.9921 -6.2355 0.3209
H 9.3960 -2.7043 -6.4215 0.3594
H 9.6575 -1.7017 -7.8580 0.2423
H 9.9754 -3.4438 -7.9377 0.2895
C -2.6318 11.9198 5.0565 -0.7058
O -2.0151 11.2971 6.1602 -0.3147
C -2.2390 9.9072 6.2859 -0.4729
C -0.9697 9.1128 6.5068 -0.2417
O -0.0661 9.0710 5.4186 -0.4038
C 0.6239 10.2415 5.0212 -0.1809
C 1.6772 10.7491 5.9819 -0.6544
O 1.1407 11.2303 7.1976 -0.3075
C 1.7256 10.7179 8.3735 -0.7908
H -3.6454 12.2545 5.3014 0.2954
H -2.0340 12.7913 4.7889 0.2418
H -2.6806 11.2526 4.1904 0.2883
H -2.7585 9.5181 5.4027 0.2641
H -2.8834 9.7345 7.1579 0.3824
H -1.2833 8.0736 6.6365 0.4078
H -0.4755 9.4111 7.4336 0.0543
H -0.0643 11.0403 4.7365 0.0997
H 1.1588 9.9440 4.1150 0.4053
H 2.1977 11.5752 5.4804 0.3726
H 2.4117 9.9578 6.1669 0.3641
H 2.0579 9.6836 8.2429 0.3714
H 0.9696 10.7390 9.1587 0.2376
H 2.5749 11.3300 8.6944 0.2910
```

---

3.
Below is 2 unconnected molecules or ions with the total composition C7H13ClO at a distorted geometry, with properties calculated with wB97M-V/def2-TZVPD.

Output
- LUMO energy (eV) = 0.221
- gap between HOMO and LUMO (eV) = 8.50
- highest occupied orbital energy (eV) = -8.280

XYZ file:
```
22
Properties=species:S:1:pos:R:3:mulliken_charge:R:1
C 1.1441 0.4446 0.0405 0.4561
C 1.8463 0.2124 -1.3254 -1.4153
C -1.4169 1.9062 -0.0176 -0.8407
C -0.0471 -0.6691 1.9152 -1.0408
C 0.1211 -1.9747 -0.3360 -1.1579
C -1.4728 0.5876 -0.4581 -0.1773
C 0.3010 -0.6472 0.4433 0.6847
O 1.3000 1.5265 0.6337 -0.7288
Cl -2.6584 -0.3650 0.3313 -0.1483
H 2.4088 1.2501 -1.4076 0.3436
H 1.2403 -0.0002 -2.1360 0.3673
H 2.6569 -0.5324 -1.3271 0.3415
H -1.5495 2.5167 -0.9165 0.3454
H -0.3130 2.1749 0.1021 0.1731
H -2.1873 2.3813 0.6086 0.3583
H 0.4884 0.1909 2.5173 0.2751
H 0.0524 -1.6753 2.3344 0.3656
H -1.0600 -0.5037 1.9569 0.3139
H 0.5715 -1.9559 -1.3685 0.2888
H 0.6523 -2.8501 0.0903 0.3909
H -0.9579 -2.2094 -0.3064 0.2980
H -1.1201 0.1916 -1.3745 0.5066
```

---

4.
Below is a molecular structure, C10H3N4O6Ti at a distorted geometry, with properties calculated with wB97M-V/def2-TZVPD.

Output
- LUMO energy (eV) = -6.026
- gap between HOMO and LUMO (eV) = 8.60
- charge = +1
- highest occupied orbital energy (eV) = -14.622

XYZ file:
```
24
Properties=species:S:1:pos:R:3:mulliken_charge:R:1
Ti -1.3455 0.1600 0.5094 1.6916
O 2.7968 -0.5691 -3.6894 -0.4530
C 1.8554 -0.4539 -2.7887 1.0566
C 1.1862 -1.5684 -2.2259 -0.5314
C 0.2561 -1.3308 -1.2377 -0.0621
N 0.0186 -0.0852 -0.8247 -0.1876
C 0.5192 1.0001 -1.4274 0.1375
C 1.4579 0.8605 -2.4229 -0.7033
C -0.2637 2.2269 -0.9028 0.5850
O -0.0035 3.3612 -1.1322 -0.4610
O -1.2874 1.7778 -0.1748 -0.6436
C -0.7724 -2.2657 -0.5608 0.5642
O -0.7604 -3.4507 -0.6334 -0.4655
O -1.6711 -1.5123 0.0659 -0.6514
H 3.0284 -1.4844 -3.9158 0.3392
H 1.3765 -2.5743 -2.5743 0.4578
H 1.8846 1.7073 -2.9420 0.5550
O -0.1385 0.1065 1.8165 -0.3541
N -1.3222 0.3160 2.4511 -0.1491
C -1.3380 0.5607 3.7140 0.8745
C -2.5799 0.8349 4.3599 -0.2489
N -3.5544 1.0956 4.8959 -0.2329
C -0.1499 0.6194 4.5090 0.0981
N 0.8071 0.6679 5.1317 -0.2158
```

---

5.
Below is a molecular structure, C25H14BeI2N4O at a distorted geometry, with properties calculated with wB97M-V/def2-TZVPD.

Output
- LUMO energy (eV) = -1.279
- gap between HOMO and LUMO (eV) = 6.64
- highest occupied orbital energy (eV) = -7.919

XYZ file:
```
47
Properties=species:S:1:pos:R:3:mulliken_charge:R:1
Be -0.6949 0.0675 -1.0922 -0.6962
N 7.2589 -0.4004 4.4850 -0.4973
C 6.2291 -0.5471 3.9816 -0.0990
C 5.0143 -0.6334 3.2921 0.5718
C 4.0672 0.4001 3.3601 -0.7158
C 2.9735 0.3947 2.5273 -0.2347
C 2.7770 -0.6495 1.6059 -0.0908
C 3.7234 -1.6788 1.5184 -0.6622
C 4.8124 -1.6395 2.3750 -0.6537
C 1.5874 -0.6285 0.7492 1.5606
C 1.7882 -0.6504 -0.6332 -0.0683
C 2.9912 -0.6940 -1.3661 -0.3840
C 2.6897 -0.6007 -2.7143 -1.2556
C 1.2843 -0.5041 -2.7391 -0.0700
N 0.7394 -0.5162 -1.5431 0.3001
C 0.3036 -0.5263 1.3603 -0.2770
C -0.0446 -0.6871 2.7318 -0.7035
C -1.3997 -0.4860 2.7950 -1.2539
C -1.8316 -0.1647 1.4866 0.0389
N -0.8306 -0.2329 0.6124 0.1444
H 4.2092 1.2395 4.0576 0.4037
H 2.2092 1.1593 2.5641 0.5748
H 3.5280 -2.4499 0.7855 0.6160
H 5.5180 -2.4785 2.3737 0.3755
H 4.0049 -0.7331 -0.9802 0.5107
H 3.3975 -0.5580 -3.5243 0.4364
H 0.6754 -0.3469 -3.6239 0.4993
H 0.6558 -0.9592 3.5136 0.5362
H -2.0053 -0.4339 3.6616 0.4619
H -2.8826 0.0779 1.2097 0.4118
I -1.6321 4.8757 -1.4939 0.0610
C -2.7013 3.1194 -1.6966 -0.4923
C -4.1384 3.2073 -1.8575 -0.3004
C -4.9141 2.1161 -1.9427 -0.5898
I -6.9812 2.3698 -2.1873 0.0682
C -4.3145 0.8182 -2.0267 0.9646
C -4.9750 -0.3901 -2.2342 -0.4796
C -4.2734 -1.5600 -2.1817 -0.8680
C -2.8890 -1.5646 -2.0007 -0.2172
N -2.2574 -0.4224 -1.8097 0.0865
C -2.9419 0.7602 -1.8423 0.4786
C -2.0949 1.9290 -1.6376 0.5265
O -0.8604 1.6737 -1.4028 -0.4733
H -4.6265 4.1929 -1.8218 0.2844
H -6.0330 -0.3442 -2.3889 0.2467
H -4.8135 -2.4486 -2.3630 0.4347
H -2.3018 -2.4725 -1.9429 0.4894
```

---

6.
Below is 2 unconnected molecules or ions with the total composition C4H10N at a distorted geometry, with properties calculated with wB97M-V/def2-TZVPD.

Output
- LUMO energy (eV) = -7.351
- gap between HOMO and LUMO (eV) = 6.04
- charge = +1
- highest occupied orbital energy (eV) = -13.392

XYZ file:
```
15
Properties=species:S:1:pos:R:3:mulliken_charge:R:1
C 0.2067 0.9659 2.2136 -0.9456
C 0.2028 -0.4686 1.6794 0.0728
C -0.5128 -0.7379 0.5433 -0.1288
C -0.9647 0.1679 -0.4234 -0.4207
N 0.7297 -0.1500 -3.2191 -0.5745
H 1.1951 1.3225 2.4854 0.3304
H -0.5515 1.0281 2.9931 0.3342
H 0.4001 -1.1311 2.5222 0.3884
H 0.9454 -1.0771 -2.9130 0.2118
H -0.6105 -1.8159 0.3524 0.3599
H -1.8542 -0.1942 -0.9212 0.2912
H -0.2098 0.9196 -0.5864 0.3707
H 1.1442 0.5295 -2.6132 0.2214
H -0.1015 1.5768 1.3644 0.2821
H 0.7208 0.0223 -4.2044 0.2069
```